Record 1
Entry from OMol25: the molecule C25H29N3O3 (ωB97M-V with the def2-TZVPD basis set).

```
60
Properties=species:S:1:pos:R:3:forces:R:3:nbo_charge:R:1
H 2.64398 1.28733 2.68106 -0.1 0.0 0.0 0.22
H 1.07076 -0.76234 0.97641 -0.1 0.0 0.0 0.41
O -0.03898 2.01332 0.00829 -0.3 0.1 -0.1 -0.61
H -5.08116 -1.23586 1.53073 0.0 0.0 -0.2 0.20
H 5.12955 1.23776 2.72916 0.0 0.1 0.0 0.20
C -2.54112 0.38685 0.26901 -0.3 -0.6 0.2 -0.32
C -3.25135 -0.73881 0.56965 0.4 1.0 -0.3 0.31
H 4.63130 1.74046 -0.83835 0.1 0.0 0.0 0.16
C 3.30876 0.07168 -0.47067 0.0 0.4 0.0 -0.41
C -4.70757 -1.04898 0.51073 0.0 -0.5 0.2 -0.11
H 4.52629 2.38611 1.51080 0.0 0.0 0.0 0.16
C 2.46474 0.78938 0.58363 0.2 -0.1 0.0 -0.06
C 7.53983 -0.01784 -0.10312 0.1 0.1 0.0 0.06
H 8.61206 1.47913 -1.19347 0.0 0.1 0.0 0.21
H 3.27854 -0.30921 2.24202 0.0 -0.1 0.1 0.20
C 8.46410 0.41905 -1.04096 -0.1 0.0 0.1 -0.24
C 3.19817 0.73176 1.92340 0.0 0.3 -0.2 -0.41
H -4.85633 -1.96599 -0.08094 0.0 0.1 0.1 0.20
O -2.40969 -1.70120 0.98518 -0.8 -0.1 0.0 -0.26
H -9.35942 -3.15240 -0.24219 0.0 -0.1 0.0 0.22
N 1.14929 0.20107 0.68600 0.1 -0.1 0.1 -0.60
H 6.87063 1.97952 0.32455 0.0 -0.1 0.1 0.17
C 9.00924 -1.85015 -1.59607 0.1 0.0 -0.1 -0.22
H -6.97264 3.05115 -1.73573 0.0 0.1 0.0 0.21
C -8.87921 -1.06943 -0.15144 -0.1 0.1 -0.1 0.01
C -1.19997 0.01474 0.53941 -1.0 -0.5 0.1 0.05
H -10.75676 -2.09306 -0.02273 -0.1 0.0 0.0 0.22
H -2.89766 1.32753 -0.08802 -0.1 0.2 -0.1 0.26
H -7.08351 -1.96247 0.56127 0.1 -0.1 0.1 0.21
C -9.43685 0.04351 -0.75500 0.0 -0.2 0.1 -0.24
H 5.31623 0.14981 -1.25023 -0.1 0.1 0.0 0.22
C -7.50745 -1.08925 0.08871 0.3 0.0 0.0 -0.31
O -5.35340 0.04856 -0.07370 0.0 0.2 -0.1 -0.50
C 7.35805 -1.38370 0.07964 0.0 0.0 0.0 -0.25
C -6.39662 2.26348 -1.25796 0.0 -0.1 0.0 -0.64
N 5.34299 0.56915 0.77834 0.1 0.1 0.0 -0.44
N -1.14590 -1.22612 0.96298 1.1 0.4 0.0 -0.13
H 2.30679 1.83221 0.28699 0.1 -0.1 0.0 0.23
H 7.12990 0.94649 1.74664 0.0 0.1 -0.1 0.21
C -6.71054 -0.01531 -0.26979 -0.2 0.1 -0.1 0.29
H 2.83426 0.15018 -1.44956 -0.1 0.0 0.0 0.22
H -9.65791 -2.40743 1.32455 -0.1 -0.1 0.1 0.22
C 4.70405 0.68365 -0.51965 -0.1 -0.3 -0.1 -0.23
C 9.19806 -0.49209 -1.78163 0.1 0.0 -0.1 -0.20
H -9.08760 1.98230 -1.58281 0.0 0.1 -0.1 0.21
H -5.90718 2.66646 -0.37254 0.1 0.1 0.0 0.22
H 3.39262 -0.98403 -0.20637 0.0 -0.1 0.0 0.20
H 9.91578 -0.13951 -2.50806 0.1 0.0 -0.1 0.21
H -10.49860 0.07577 -0.94926 -0.1 0.0 0.0 0.21
H -5.61440 1.92932 -1.93775 0.1 0.1 -0.1 0.22
C 4.60062 1.31476 1.77544 -0.1 -0.2 0.2 -0.21
C 8.08516 -2.29408 -0.66409 0.0 -0.1 0.0 -0.19
C -8.63897 1.11943 -1.11238 0.2 -0.1 0.1 -0.21
C -9.71586 -2.24742 0.24839 0.0 0.0 0.0 -0.63
H 6.63185 -1.71805 0.80459 -0.1 -0.1 0.1 0.22
H 9.57910 -2.56079 -2.17653 0.0 -0.1 0.0 0.21
C 6.74201 0.95597 0.72182 0.0 0.0 0.1 -0.25
C -7.27683 1.11367 -0.88080 0.2 0.0 0.0 0.02
C 0.01475 0.85768 0.37917 0.5 -0.2 0.1 0.65
H 7.93403 -3.35369 -0.51674 0.0 -0.1 0.0 0.21
```
Forces are in eV/Å.

Properties
energy above the lowest of the compared OMol25 structures with the same formula, charge and spin = 3.6500 eV
HOMO level = -8.55 eV
electronic energy = -37008.038 eV
SMILES = Cc1ccc(C)c(OCc2cc(C(=O)NC3CCN(Cc4ccccc4)CC3)no2)c1
Kohn-Sham gap = 9.2662 eV


Record 2
Entry from OMol25: the molecule C25H29N3O3S (ωB97M-V with the def2-TZVPD basis set).

```
61
Properties=species:S:1:pos:R:3:forces:R:3:nbo_charge:R:1
H -6.43165 -0.61415 -1.03179 -0.1 -0.1 -0.1 0.24
C 5.77879 0.57601 -1.09269 -0.4 0.0 0.1 -0.20
H -1.60363 -3.00434 2.64569 0.0 0.0 0.1 0.21
H 0.55073 1.04351 1.17207 0.0 0.0 0.1 0.20
C -6.70211 2.87446 0.58815 0.1 0.0 0.0 -0.23
C -6.53084 0.36754 -0.59633 0.0 -0.2 0.0 -0.18
C 4.87287 0.39869 -0.04998 0.4 0.0 -0.1 0.13
C -1.05983 -1.43795 -0.29994 0.2 -0.1 -0.2 -0.07
C -1.62049 -3.76007 -0.63982 0.0 -0.1 -0.1 -0.19
C -1.50806 -2.87491 1.57784 0.0 0.0 0.1 -0.22
N 3.49979 0.25058 -0.25057 -0.4 -0.2 -0.1 -0.45
H -4.70609 2.47128 1.30532 0.1 0.2 0.1 0.23
H -2.00925 -4.90668 1.12539 0.0 -0.1 0.0 0.21
C -7.68381 1.12317 -0.73872 0.0 0.1 0.0 -0.21
H -8.51653 0.73673 -1.30665 -0.1 0.0 0.0 0.22
H 2.92142 1.02008 -2.13587 0.1 0.0 0.0 0.17
C -1.17123 -1.63255 1.07122 0.1 -0.1 0.0 -0.15
C -5.47853 0.87691 0.13735 0.3 -0.4 0.1 -0.34
O -3.45181 0.12354 1.63159 0.0 0.4 0.1 -0.94
H -1.80188 -4.58389 -1.31480 0.0 -0.1 0.0 0.21
H 9.75595 1.74803 -0.79262 0.0 0.0 0.0 0.17
H 3.65722 -0.61119 -2.13373 0.0 0.1 0.0 0.21
N 0.71099 0.29043 -0.76522 -0.1 0.0 -0.1 -0.45
H -1.20287 -2.38350 -2.21591 0.0 0.0 -0.1 0.20
H 10.88247 0.82926 0.23594 0.0 0.0 -0.1 0.20
H -1.02132 -0.81383 1.75623 0.0 0.1 0.1 0.21
H 1.32469 -0.56561 1.07905 0.0 0.1 0.0 0.18
H 4.72841 0.13296 2.07879 -0.1 -0.1 0.1 0.21
C 7.14370 0.65133 -0.86292 0.5 0.0 0.2 -0.31
S -3.96802 -0.06526 0.30906 -0.4 0.2 -0.7 2.31
H -0.85900 -0.16124 -1.98628 0.0 0.0 0.1 0.19
C -5.54922 2.12110 0.73232 0.0 0.1 0.1 -0.13
O 8.96785 0.63309 0.77047 -0.3 0.0 0.2 -0.50
C 6.74608 0.38624 1.48009 0.2 0.1 -0.1 -0.24
C 2.99457 0.06440 -1.59044 -0.1 -0.3 0.0 -0.21
H 9.88796 -0.02502 -0.96930 0.0 0.0 0.0 0.17
H 2.48422 2.06809 0.04748 0.0 0.0 0.1 0.17
H -1.28666 1.97864 -0.82232 0.0 -0.1 0.1 0.21
H -3.11003 0.42900 -1.68992 -0.2 -0.1 -0.2 0.40
H 1.21532 -0.68108 -2.53543 0.0 0.0 0.0 0.20
C 7.64402 0.56351 0.42703 0.0 0.0 0.0 0.27
C 2.59624 1.07816 0.52139 -0.2 0.0 0.2 -0.21
H -1.61384 1.09879 0.69018 0.2 0.1 0.0 0.23
H -6.77394 3.84785 1.04926 0.0 0.1 0.0 0.22
C 5.39400 0.29906 1.24582 0.1 0.1 -0.1 -0.21
H 5.43116 0.67004 -2.10955 -0.1 0.0 -0.1 0.20
H 2.98711 1.21915 1.52774 0.0 0.0 0.0 0.21
C 9.91085 0.80580 -0.25560 0.1 0.0 -0.2 -0.25
N -2.99927 0.80104 -0.75812 -0.5 -0.5 0.5 -0.86
C -1.28310 -2.51870 -1.14505 0.0 0.0 0.0 -0.21
O -4.20114 -1.39543 -0.17750 -0.2 0.3 -0.1 -0.93
H 7.80046 0.78877 -1.70802 0.1 0.0 0.0 0.22
C 1.22180 0.41519 0.58679 0.2 0.2 0.1 -0.23
C -1.61631 1.02538 -0.39646 0.5 0.0 0.1 -0.24
C -7.76554 2.37428 -0.14814 -0.1 0.0 -0.1 -0.19
C -1.73589 -3.94079 0.72661 0.0 -0.1 0.0 -0.21
C -0.69232 -0.09596 -0.90000 -0.1 0.2 0.1 -0.06
H 7.13971 0.30829 2.48133 0.0 0.0 0.1 0.22
H 1.68822 -1.56946 -1.06498 0.0 0.0 -0.1 0.18
H -8.66476 2.96198 -0.25872 -0.1 0.0 0.0 0.22
C 1.60378 -0.56824 -1.52061 0.3 0.1 -0.2 -0.22
```
Forces are in eV/Å.

Properties
energy above the lowest of the compared OMol25 structures with the same formula, charge and spin = 2.8926 eV
HOMO level = -7.40 eV
electronic energy = -47842.794 eV
SMILES = COc1ccc(N2CCN([C@H](CNS(=O)(=O)c3ccccc3)c3ccccc3)CC2)cc1
Kohn-Sham gap = 8.0208 eV


Record 3
Entry from OMol25: the molecule C25H29N5O2 (ωB97M-V with the def2-TZVPD basis set).

```
61
Properties=species:S:1:pos:R:3:forces:R:3:nbo_charge:R:1
H 0.60333 2.25135 -1.30250 0.0 0.0 -0.1 0.25
C 4.85517 -0.77221 -1.19583 0.2 0.0 -0.1 -0.22
H 6.35858 0.80160 -1.11100 0.0 0.0 0.0 0.20
C 2.89086 -2.12518 -0.60986 -0.1 0.0 0.1 -0.23
H -2.57926 -0.30068 -0.73310 0.0 0.0 0.0 0.28
C -5.36821 1.46860 0.03050 0.5 0.2 0.3 -0.01
C -3.59980 0.06020 -0.76205 0.0 0.2 0.2 -0.28
C -5.82289 -0.00364 -1.63460 0.1 -0.3 -0.2 0.00
C -2.46769 -3.73675 0.20507 0.0 -0.1 -0.1 -0.39
C -1.54588 -1.97699 1.73962 -0.4 -0.1 0.0 -0.25
C 0.80438 -2.23849 0.93088 0.1 0.0 -0.3 -0.05
H 4.64287 -1.65528 1.39358 -0.1 0.0 0.0 0.17
H -3.25086 -3.28427 2.09135 -0.2 -0.1 0.0 0.20
C 3.12411 1.61208 -0.35319 0.4 0.2 0.3 0.73
H -0.27084 -0.19096 -2.68129 -0.1 0.1 -0.1 0.23
H -4.22684 -1.27117 -2.31526 0.0 -0.1 -0.1 0.22
H -1.12588 -2.19096 2.72780 0.0 0.1 -0.1 0.21
H -2.10912 -1.03933 1.80461 0.1 0.0 0.1 0.23
C 0.66216 -0.64223 -2.35690 0.0 0.0 0.0 -0.66
H 4.94404 1.20195 -2.09722 0.1 0.0 0.0 0.24
C 4.03844 -0.79641 1.04133 0.0 -0.1 0.2 -0.23
H 4.54344 1.00523 2.16982 0.1 0.0 0.0 0.20
H 2.93094 -2.33675 -1.68098 0.1 0.0 0.1 0.21
H -1.60798 1.23375 2.98341 -0.1 0.0 0.1 0.22
O -3.25192 1.65050 1.05566 -0.1 0.1 0.2 -0.50
C 1.46706 -1.89105 -0.22666 -0.1 -0.2 0.2 -0.10
C -4.03089 1.07108 0.09395 -0.4 -0.4 -0.4 0.25
N -0.65540 -1.17784 -0.35010 -0.4 0.2 -0.4 -0.30
N -0.46180 -1.78988 0.81861 0.5 -0.1 0.1 -0.17
C -1.25622 1.97799 -0.29082 -0.3 0.1 0.3 -0.28
N -6.23651 0.94653 -0.81131 -0.4 0.1 -0.1 -0.40
H 1.13729 -2.77080 1.80042 0.1 -0.1 0.2 0.21
C 0.26150 1.45474 1.95916 0.1 0.0 -0.2 -0.23
H -1.73268 -3.53224 -0.55481 0.2 0.1 -0.1 0.20
C -1.11493 1.43340 2.04398 -0.3 0.0 -0.2 -0.27
H 3.10754 -0.79429 1.61596 0.1 0.0 0.0 0.20
H 0.94802 -1.42040 -3.06475 0.0 0.0 -0.1 0.21
C -4.52229 -0.48235 -1.64090 -0.1 0.2 0.1 -0.23
H 5.68809 -1.41178 -0.85141 0.0 0.0 -0.1 0.16
N 2.29120 1.68372 0.72384 0.2 0.1 0.4 -0.61
H 2.70609 1.53509 1.63065 0.0 0.0 -0.2 0.39
H 5.04422 2.38728 0.16408 -0.1 0.0 0.0 0.24
C 5.27452 0.71019 -1.18297 -0.1 0.1 0.0 -0.41
C -2.49556 -3.07634 1.34542 0.1 0.2 0.2 -0.19
H 4.60049 -1.07578 -2.21174 0.0 -0.1 0.0 0.21
H -1.85179 2.19633 -1.16437 0.0 0.0 -0.1 0.23
C 0.49418 -1.21933 -1.00035 0.1 -0.3 0.4 0.16
H 5.89034 0.30119 1.30267 0.0 0.1 0.1 0.22
H -6.57255 -0.39486 -2.30900 0.0 -0.1 -0.1 0.19
O 2.76208 1.78738 -1.49616 -0.1 0.1 -0.3 -0.64
H 3.28859 -3.00344 -0.06949 0.0 0.0 -0.2 0.17
C 4.82087 0.51154 1.23579 -0.1 0.0 -0.1 -0.42
H -3.18694 -4.50481 -0.01928 -0.2 -0.1 0.0 0.20
H -5.73733 2.23753 0.69536 0.1 0.1 0.1 0.20
C 0.12086 2.01182 -0.37127 0.1 0.1 0.0 -0.17
C 4.60009 1.39793 0.00784 0.1 0.0 -0.2 -0.30
C -1.88306 1.66718 0.90926 0.4 0.1 0.0 0.34
H 0.85264 1.25361 2.84267 0.1 0.0 0.1 0.20
C 0.89561 1.72020 0.74698 -0.4 0.0 0.0 0.13
N 3.68687 -0.93611 -0.35487 0.1 -0.3 0.0 -0.45
H 1.44615 0.11234 -2.34451 0.0 0.1 -0.1 0.26
```
Forces are in eV/Å.

Properties
energy above the lowest of the compared OMol25 structures with the same formula, charge and spin = 2.6850 eV
HOMO level = -7.96 eV
electronic energy = -37940.764 eV
SMILES = C=CCn1cc(CN2CCC(C(=O)Nc3ccc(Oc4cccnc4)cc3)CC2)c(C)n1
Kohn-Sham gap = 8.4929 eV


Record 4
Entry from OMol25: C25H29N5O6S2 as an isolated structure (ωB97M-V with the def2-TZVPD basis set).

```
67
Properties=species:S:1:pos:R:3:forces:R:3:nbo_charge:R:1
C -4.20178 0.18761 -0.94592 -0.8 0.0 0.1 -0.43
H -0.52993 5.45002 -0.77849 0.1 0.2 -0.1 0.23
C -1.24552 2.25242 0.47050 -0.1 0.3 -0.1 -0.19
H -4.57918 -1.82030 1.65170 0.1 0.1 0.0 0.43
C 4.26171 3.93312 -0.37093 0.1 0.2 -0.2 -0.25
H 3.50206 -1.40462 -1.83304 0.0 0.1 0.0 0.20
H 0.99051 -0.55294 1.06530 0.0 -0.1 0.1 0.23
H 4.13157 -4.36712 -1.62505 0.0 0.0 -0.1 0.22
C 2.80702 2.08202 -0.06179 0.1 -0.1 0.2 0.26
H -8.92801 -0.85848 1.86471 0.1 0.0 0.0 0.41
C -0.54825 -0.37583 -1.14549 -0.3 0.0 -0.1 -0.20
H 1.64328 0.13746 3.23365 0.0 0.0 0.0 0.17
O 3.85261 2.82533 0.39135 -0.2 -0.4 0.2 -0.48
N -8.25484 -0.47937 1.22138 -0.2 0.0 0.0 -0.80
C 2.58638 -3.70829 -0.24230 -0.3 -0.3 -0.1 0.09
H 4.99638 -2.63426 0.52647 0.0 0.1 0.0 0.16
H 3.44521 4.64975 -0.50836 0.0 0.0 0.0 0.18
C 1.06938 -3.72125 -0.46253 0.2 -0.1 0.3 -0.24
H -2.90012 0.98301 0.86978 0.2 -0.1 0.0 0.25
H 5.08701 -2.19484 -1.85789 0.0 0.0 -0.1 0.22
C 1.08301 1.46837 -1.62822 -0.1 -0.3 0.1 -0.22
H 5.06192 4.40209 0.19934 0.0 0.0 -0.1 0.20
H -1.33169 0.29881 1.31543 -0.1 0.0 0.0 0.22
C -4.70125 -0.51492 0.14793 0.1 0.6 -0.5 0.18
C 4.09904 -2.21188 -1.40494 0.0 0.0 0.3 -0.43
C -0.61927 4.52751 -0.24022 -0.2 -0.1 -0.2 -0.42
H -0.00410 2.39050 2.21824 0.1 -0.2 0.2 0.22
H -0.63020 -0.47193 -2.23672 0.1 0.0 0.3 0.27
C -6.10394 -0.25623 0.26224 0.4 0.3 -0.6 0.01
O -2.73070 -0.25931 -2.72578 -0.1 0.0 -0.2 -0.61
C 1.31780 0.24462 0.41907 0.3 0.1 0.0 -0.34
H 1.24661 -1.99836 -1.65311 -0.1 0.1 0.0 0.40
C 2.15129 2.27593 -1.26506 0.2 0.1 0.1 -0.29
H -8.53521 0.15551 0.49389 0.0 0.0 0.0 0.42
N -4.00473 -1.27002 1.02579 0.1 -0.4 0.3 -0.82
C 0.65118 0.46181 -0.78599 0.3 0.0 -0.2 0.04
C -1.85746 0.88815 0.55941 -0.1 0.2 0.2 -0.26
O -6.54695 -1.65498 2.12587 0.2 -0.1 0.1 -0.63
N -1.81063 0.20278 -0.71314 0.3 -0.2 -0.1 -0.43
C -6.96568 -0.86605 1.29301 -0.6 0.0 0.2 0.64
N 0.61952 -2.46962 -1.02032 0.2 -0.2 -0.2 -0.61
O -1.21995 -2.22519 0.27134 -0.2 -0.1 0.3 -0.66
C -0.43048 -1.78308 -0.54172 0.1 0.2 -0.6 0.71
C -0.37909 2.85748 1.32572 -0.3 -0.2 -0.1 -0.26
C -2.87259 0.04814 -1.55334 0.2 -0.1 0.0 0.67
C 2.38651 1.03674 0.79251 0.0 0.1 -0.1 0.33
H 2.75744 -3.61249 -2.43143 0.0 -0.1 -0.1 0.21
H 2.69233 -1.08069 2.45456 0.0 0.1 0.0 0.20
S -5.49500 1.02587 -1.72348 0.4 -0.4 0.4 0.73
H 0.66430 4.78738 1.46447 0.1 0.2 0.1 0.22
H 2.45725 3.06428 -1.93338 0.1 0.1 0.0 0.22
S -1.64840 3.29413 -0.85440 0.2 0.0 0.5 0.43
C 4.15244 -2.06244 0.11359 0.3 0.1 -0.2 -0.07
H 0.81127 -4.55642 -1.12395 0.0 0.0 0.1 0.20
C 2.65721 -0.07235 2.87729 -0.1 -0.2 0.1 -0.26
H 0.54864 -3.85476 0.48883 0.0 -0.1 -0.1 0.24
N -6.61027 0.54690 -0.65418 -0.3 -0.1 0.2 -0.59
O 3.08664 0.89907 1.94967 0.1 0.3 -0.3 -0.50
H 4.64725 3.63032 -1.35041 0.0 0.0 0.0 0.17
H 2.86034 -4.64101 0.27389 -0.1 0.1 -0.1 0.18
H 3.35233 -0.00242 3.71228 -0.1 0.0 0.0 0.20
H -3.09838 -1.63635 0.76304 0.1 0.0 0.0 0.43
O 2.93111 -2.60083 0.57875 -0.2 -0.1 0.0 -0.54
C -0.01739 4.16107 0.91748 0.0 0.2 -0.1 -0.26
H 4.21942 -1.02861 0.45011 0.0 0.0 0.0 0.20
C 3.39775 -3.56506 -1.55263 0.1 0.1 0.2 -0.45
H 0.57528 1.64409 -2.56440 -0.1 0.0 -0.1 0.22
```
Forces are in eV/Å.

Properties
energy above the lowest of the compared OMol25 structures with the same formula, charge and spin = 0.0261 eV
HOMO level = -8.06 eV
electronic energy = -67802.762 eV
Kohn-Sham gap = 8.4157 eV